Below is a structure of composition C28H21BrN4O8SSr in a non-equilibrium geometry, with properties calculated with the ωB97M-V functional and the def2-TZVPD basis.

Properties
Energy above the lowest of the compared OMol25 structures with the same formula, charge and spin (eV): 1.356
Electronic energy (eV): -133436.807
Lowest unoccupied orbital energy (eV): 4.009
2S+1: 1
Total charge: -2
HOMO energy (eV): -2.17
Orbital gap (eV): 6.18

```
64
C28H21BrN4O8SSr (the ωB97M-V functional and the def2-TZVPD basis)
Sr 0.22268 0.68129 0.10899
O -1.91818 0.95848 0.67610
C -2.81624 0.58426 1.50516
C -4.13935 1.10878 1.44206
C -5.14987 0.69145 2.27739
C -4.89848 -0.24976 3.27086
C -3.62194 -0.75655 3.39337
C -2.58318 -0.39229 2.53465
C -1.32444 -1.06263 2.64403
N -0.37879 -0.93900 1.78212
N 0.71568 -1.69670 1.99327
C 1.53248 -1.73194 0.95816
O 1.29478 -1.27637 -0.18872
C 2.80404 -2.44698 1.26453
C 4.00743 -1.99100 0.74024
C 5.19236 -2.60776 1.09807
C 5.18723 -3.68919 1.96358
C 3.98674 -4.15767 2.47377
C 2.80139 -3.53762 2.12926
H -4.34021 1.85586 0.68510
H -6.15102 1.09401 2.15599
H -5.69286 -0.58555 3.92675
H -3.41417 -1.49555 4.15696
H -1.18870 -1.76437 3.47843
H 3.99184 -1.12988 0.09337
H 6.12908 -2.24098 0.70278
H 6.11753 -4.15959 2.25441
H 3.97784 -5.01166 3.13943
H 1.85433 -3.87069 2.52548
O 3.93286 1.43835 1.59742
S 2.92287 1.87609 0.67176
O 3.15242 3.22195 0.15390
O 1.57508 1.78184 1.22684
O 3.02900 0.91889 -0.59026
C -3.05988 1.41822 -1.99790
O -1.66446 1.52784 -1.98297
C -1.14200 2.73152 -2.36415
C -1.89335 3.79742 -2.79315
C -1.23233 4.92833 -3.26555
Br -2.27717 6.43296 -3.79555
C 0.12700 4.96946 -3.39573
C 0.90003 3.89264 -2.95035
C 0.29666 2.76971 -2.32266
O 0.91385 1.77509 -1.81730
C 2.31080 3.95236 -3.27823
N 2.72728 4.47483 -4.41925
C 4.08490 4.35948 -4.39335
C 5.04601 4.74118 -5.32255
C 6.37076 4.50688 -5.01297
C 6.74636 3.89827 -3.81274
C 5.80922 3.50575 -2.87555
C 4.47847 3.74336 -3.17317
N 3.32363 3.48648 -2.49894
H -3.45017 1.55695 -3.01804
H -3.51930 2.15418 -1.33320
H -3.29240 0.42278 -1.62588
H -2.97203 3.77175 -2.79207
H 0.62263 5.81537 -3.84777
H 2.21918 1.20267 -1.06751
H 4.75737 5.20956 -6.25285
H 7.14159 4.80832 -5.71379
H 7.79887 3.72872 -3.62233
H 6.08858 3.03144 -1.94703
H 3.24669 3.22263 -1.50577
```